No. 1
Formula: C18H11F10IrN4S
Source: OMol25
Level of theory: ωB97M-V/def2-TZVPD

Results
Spin multiplicity = 2
Orbital gap (spin up / spin down) = 4.967 / 4.440 eV
Total charge = +1

```
45
Properties=species:S:1:pos:R:3:mulliken_charge:R:1
Ir 0.602 -0.056 -0.880 1.46
C -0.973 0.520 1.923 -0.97
N -0.363 1.286 0.842 0.19
C 0.785 2.064 1.312 -0.91
C 1.969 1.140 1.690 -0.87
N 1.849 -0.102 0.986 0.21
C 2.735 -1.096 1.039 -0.30
C 2.291 -2.369 0.578 0.28
F 0.994 -2.445 0.201 -0.40
C 3.101 -3.478 0.494 -0.05
F 2.615 -4.636 0.069 -0.27
C 4.453 -3.362 0.848 0.61
F 5.275 -4.388 0.702 -0.26
C 4.927 -2.144 1.345 0.13
F 6.201 -2.033 1.695 -0.27
C 4.086 -1.051 1.473 0.53
F 4.578 0.094 1.956 -0.29
C -1.356 2.039 0.077 -1.04
C -2.314 1.077 -0.640 -0.81
N -1.592 -0.062 -1.149 -0.35
C -2.223 -1.075 -1.746 0.18
C -1.457 -2.144 -2.292 0.24
F -0.108 -2.059 -2.199 -0.41
C -1.996 -3.246 -2.918 -0.13
F -1.197 -4.184 -3.405 -0.27
C -3.387 -3.364 -3.033 0.75
F -3.924 -4.410 -3.634 -0.27
C -4.192 -2.353 -2.499 -0.02
F -5.512 -2.454 -2.573 -0.26
C -3.632 -1.241 -1.894 0.56
F -4.473 -0.314 -1.418 -0.30
H -1.501 1.177 2.623 0.35
H -0.210 -0.036 2.462 0.31
H -1.686 -0.199 1.528 0.25
H 0.520 2.684 2.176 0.32
H 1.101 2.722 0.499 0.40
H 1.992 0.940 2.770 0.57
H 2.907 1.659 1.455 0.47
H -0.830 2.647 -0.665 0.40
H -1.940 2.706 0.725 0.30
H -2.813 1.618 -1.452 0.57
H -3.102 0.760 0.050 0.60
S 4.156 2.137 -3.131 -0.28
C 2.970 1.342 -2.461 0.57
N 2.084 0.732 -1.971 -0.53
```

=====

No. 2
Formula: C18H11F3NNaO2S
Source: OMol25
Level of theory: ωB97M-V/def2-TZVPD

Results
Energy above the lowest of the compared OMol25 structures with the same formula, charge and spin = 241.94 kJ/mol
Spin multiplicity = 1
Orbital gap = 3.859 eV

```
37
Properties=species:S:1:pos:R:3:mulliken_charge:R:1
F 4.393 0.057 2.192 -0.23
C 3.614 -0.049 1.081 0.82
F 4.146 0.717 0.081 -0.22
F 3.599 -1.352 0.666 -0.23
S 1.976 0.462 1.455 -0.11
N 1.586 0.172 -0.254 -0.14
C 0.906 -0.996 -0.664 0.29
O 0.559 -1.922 0.050 -0.56
C 0.646 -0.758 -2.099 0.44
C 1.007 0.544 -2.422 0.28
C 0.790 1.052 -3.703 -0.69
C 0.185 0.212 -4.645 -0.42
C -0.204 -1.105 -4.302 -0.49
C 0.029 -1.607 -3.017 -0.49
C 1.418 1.230 -1.181 0.77
O 1.388 2.441 -0.876 -0.74
H 1.128 2.065 -3.929 0.46
H -0.001 0.571 -5.658 0.39
H -0.692 -1.731 -5.050 0.40
H -0.224 -2.625 -2.701 0.47
C -2.185 1.321 2.899 -1.22
Na -0.324 3.497 1.248 0.88
C -1.972 1.367 0.633 -0.49
C -0.729 1.128 1.213 -0.05
C -0.983 0.647 2.561 0.35
C -2.878 0.914 1.686 -0.08
C -3.277 -0.471 1.711 -0.46
C -2.337 -1.335 2.264 -0.64
C -0.045 -1.569 3.317 -1.14
C -1.045 -0.847 2.727 0.96
H -2.512 1.911 3.770 0.37
H -2.124 1.641 -0.411 0.50
H 0.177 1.333 0.651 -0.27
H -4.221 -0.807 1.282 0.44
H -2.496 -2.411 2.340 0.30
H -0.117 -2.651 3.386 0.27
H 0.820 -1.047 3.699 0.27
```

=====

No. 3
Formula: C18H12AgF6N4O6S2
Source: OMol25
Level of theory: ωB97M-V/def2-TZVPD

Results
Energy above the lowest of the compared OMol25 structures with the same formula, charge and spin = 7.90 kJ/mol
Spin multiplicity = 1
Orbital gap = 7.103 eV
Total charge = -1

```
49
Properties=species:S:1:pos:R:3:mulliken_charge:R:1
Ag 1.324 -2.081 0.206 0.46
F 2.731 -4.724 -4.071 -0.22
C 2.631 -5.396 -2.930 0.61
F 1.621 -6.260 -3.023 -0.23
F 3.756 -6.094 -2.760 -0.22
S 2.401 -4.238 -1.476 1.25
O 2.792 -2.942 -1.960 -0.63
O 3.126 -4.849 -0.408 -0.67
N 0.853 -4.305 -1.088 -0.61
S -0.263 -3.652 -2.025 1.13
O 0.039 -3.666 -3.425 -0.65
O -0.801 -2.461 -1.426 -0.63
C -1.593 -4.908 -1.792 0.66
F -1.203 -6.113 -2.192 -0.22
F -2.650 -4.540 -2.527 -0.23
F -1.973 -4.980 -0.519 -0.23
C -3.919 0.940 -0.870 -0.74
O -3.523 2.290 -1.041 -0.47
C -2.697 2.821 -0.099 0.89
C -2.188 4.088 -0.371 -0.67
C -1.308 4.680 0.515 -0.13
C -0.899 4.011 1.662 -0.25
C -1.460 2.776 1.964 -0.32
C -2.356 2.180 1.089 -0.33
N 0.039 4.703 2.507 -0.46
N 1.000 4.125 3.044 -0.65
C 1.309 2.757 2.769 0.14
C 1.476 1.925 3.852 -0.29
C 1.571 0.541 3.721 -0.88
C 1.520 -0.093 2.468 1.23
O 1.538 -1.356 2.328 -0.74
C 1.476 0.808 1.309 0.08
N 1.503 0.231 0.084 -0.75
C 1.507 0.973 -0.996 -0.39
C 1.514 2.377 -0.941 -0.79
C 1.461 2.987 0.280 -0.69
C 1.405 2.211 1.459 0.95
H -4.503 0.683 -1.750 0.23
H -4.540 0.816 0.022 0.33
H -3.053 0.276 -0.805 0.29
H -2.485 4.583 -1.286 0.40
H -0.900 5.663 0.312 0.41
H -1.177 2.250 2.865 0.45
H -2.754 1.206 1.331 0.38
H 1.459 2.371 4.840 0.37
H 1.658 -0.087 4.597 0.40
H 1.512 0.453 -1.947 0.47
H 1.555 2.954 -1.855 0.40
H 1.469 4.066 0.356 0.56
```

=====

No. 4
Formula: C18H12BrN2O5ReS
Source: OMol25
Level of theory: ωB97M-V/def2-TZVPD

Results
Energy above the lowest of the compared OMol25 structures with the same formula, charge and spin = 0.00 kJ/mol
Spin multiplicity = 2
Orbital gap (spin up / spin down) = 7.860 / 7.293 eV
Total charge = +1

```
40
Properties=species:S:1:pos:R:3:mulliken_charge:R:1
Re -0.423 1.615 0.796 1.64
C -2.572 1.084 1.395 -0.51
C -2.554 2.161 0.457 -0.72
C -1.902 3.253 1.109 -0.09
C -1.501 2.828 2.404 -0.55
C -1.907 1.492 2.583 -0.46
H -2.944 0.093 1.186 0.72
H -3.011 2.176 -0.517 0.53
H -1.733 4.226 0.674 0.47
H -0.934 3.413 3.111 0.42
H -1.737 0.890 3.461 0.42
Br -1.344 0.430 -2.494 -0.03
C 0.195 1.473 -2.323 0.37
C 0.956 1.725 -3.458 -0.64
C 2.090 2.505 -3.354 -0.36
C 2.438 3.029 -2.114 -0.66
C 1.637 2.730 -1.042 0.63
N 0.536 1.955 -1.124 -0.22
C 1.928 3.258 0.327 0.39
O 2.849 3.967 0.580 -0.54
O 1.038 2.834 1.246 -0.63
H 0.642 1.307 -4.403 0.44
H 2.691 2.710 -4.230 0.46
H 3.303 3.659 -1.958 0.52
O -2.928 -3.744 1.291 -0.63
S -2.150 -3.336 0.169 1.16
O -2.575 -3.610 -1.165 -0.63
N -1.878 -1.677 0.288 -0.43
C -0.634 -1.467 0.463 0.70
O -0.132 -0.236 0.547 -0.67
C 0.285 -2.618 0.537 0.46
C 1.654 -2.656 0.723 -0.44
C 2.264 -3.906 0.755 -0.71
C 1.519 -5.071 0.603 -0.52
C 0.139 -5.027 0.414 -0.53
C -0.448 -3.783 0.386 -0.14
H 2.232 -1.749 0.845 0.49
H 3.333 -3.975 0.902 0.41
H 2.020 -6.029 0.632 0.41
H -0.443 -5.931 0.297 0.46
```

=====

No. 5
Formula: C18H12Cl2N2O3PdS2
Source: OMol25
Level of theory: ωB97M-V/def2-TZVPD

Results
Energy above the lowest of the compared OMol25 structures with the same formula, charge and spin = 127.46 kJ/mol
Spin multiplicity = 1
Orbital gap = 5.550 eV
Total charge = -2

```
40
Properties=species:S:1:pos:R:3:mulliken_charge:R:1
Pd 0.266 0.435 -1.413 -0.33
Cl -0.411 -1.257 0.365 -0.08
C -2.004 -1.838 0.024 0.49
C -2.562 -2.711 0.933 -0.75
C -3.837 -3.224 0.746 -0.34
C -4.523 -2.894 -0.414 -0.66
C -3.947 -2.042 -1.326 0.30
Cl -4.830 -1.725 -2.781 -0.25
C -2.692 -1.410 -1.144 -0.07
S -2.146 -0.240 -2.246 -0.35
H -1.984 -2.985 1.803 0.36
H -4.289 -3.863 1.491 0.32
H -5.507 -3.299 -0.607 0.36
O -0.048 3.578 3.592 -0.74
S -1.341 4.434 2.614 0.48
O -1.166 5.852 2.909 -0.59
N -0.904 4.157 1.129 -0.57
C -0.264 3.100 0.640 0.62
O -0.342 2.753 -0.541 -0.61
C 0.654 2.379 1.596 0.20
C 1.500 1.410 1.071 -0.01
C 2.361 0.683 1.870 -0.35
C 2.402 0.949 3.228 -0.42
C 1.595 1.930 3.768 -0.66
C 0.706 2.660 2.972 0.74
H 1.478 1.253 -0.021 0.15
H 2.981 -0.095 1.445 0.40
H 3.055 0.377 3.879 0.33
H 1.617 2.142 4.829 0.38
C 2.092 -2.096 -3.089 -0.27
C 3.078 -1.696 -2.179 -0.55
C 3.116 -0.367 -1.800 -0.15
N 2.333 0.587 -2.311 -0.63
C 1.349 0.199 -3.166 -0.34
C 1.203 -1.154 -3.559 -0.37
H 2.044 -3.127 -3.425 0.33
H 3.791 -2.407 -1.779 0.36
H 3.861 -0.023 -1.085 0.47
H 0.905 0.999 -3.772 0.43
H 0.411 -1.428 -4.245 0.38
```

=====

No. 6
Formula: C18H12Cl3OOsPSe2
Source: OMol25
Level of theory: ωB97M-V/def2-TZVPD

Results
Spin multiplicity = 1
Orbital gap (spin up / spin down) = 5.044 / 5.045 eV
Total charge = +2

```
38
Properties=species:S:1:pos:R:3:mulliken_charge:R:1
Os 1.266 -0.527 1.487 1.33
Se 0.002 1.345 0.973 -0.18
P -1.341 0.223 -0.451 0.03
Se -0.091 -1.626 -0.018 -0.10
C -1.215 0.768 -2.131 1.56
C -0.466 1.906 -2.437 -0.24
C -0.403 2.341 -3.751 -0.78
C -1.067 1.638 -4.746 -0.49
C -1.804 0.499 -4.440 -0.77
C -1.892 0.061 -3.133 -0.34
C -2.990 0.048 0.173 1.46
C -3.495 0.981 1.079 -0.39
C -4.804 0.859 1.514 -0.75
C -5.593 -0.188 1.058 -0.49
C -5.083 -1.123 0.163 -0.82
C -3.781 -1.010 -0.288 -0.29
H 0.061 2.457 -1.668 0.15
H 0.167 3.226 -3.996 0.41
H -1.011 1.980 -5.771 0.42
H -2.316 -0.044 -5.223 0.42
H -2.474 -0.822 -2.905 0.16
H -2.888 1.802 1.440 0.24
H -5.207 1.583 2.209 0.42
H -6.614 -0.280 1.404 0.42
H -5.702 -1.940 -0.182 0.42
H -3.392 -1.748 -0.978 0.34
Cl 7.598 -1.754 4.389 -0.12
C 6.272 -1.363 3.385 0.47
C 4.978 -1.452 3.910 -0.96
C 3.960 -1.123 3.059 0.85
Cl 2.266 -1.186 3.562 -0.17
C 4.122 -0.721 1.753 0.15
O 3.047 -0.405 0.976 -0.95
C 5.420 -0.637 1.250 0.49
Cl 5.670 -0.145 -0.363 -0.13
C 6.490 -0.961 2.075 -0.68
H 4.810 -1.763 4.931 0.46
H 7.499 -0.898 1.690 0.47
```